No. 1
{
  "formula": "C2H3Cl2NO2",
  "method": "ωB97M-V/def2-TZVPD",
  "smiles": "ON=C(Cl)Cl.C=O",
  "orbital_gap_ev": 10.370,
  "molar_mass_g_mol": 144.0,
  "elements": ["H", "Cl", "O", "C", "H", "Cl", "C", "O", "N", "H"],
  "positions_angstrom": [[0.71848, 1.83086, -0.77132], [-1.61618, -2.14132, 0.29883], [-1.83165, 1.57020, 1.33015], [-1.85644, -0.43016, 0.17148], [-2.20613, 2.09888, 0.64423], [-2.42738, 0.19710, -1.38142], [0.89329, 0.86487, -0.20037], [1.48915, -0.10490, -0.57965], [-1.74819, 0.21026, 1.21482], [0.41098, 1.09652, 0.74550]]
}

***

No. 2
{
  "formula": "C2H3Cl2NSi",
  "method": "ωB97M-V/def2-TZVPD",
  "smiles": "N#C/C=[SiH]\\Cl.Cl",
  "orbital_gap_ev": 7.736,
  "molar_mass_g_mol": 140.0,
  "elements": ["Cl", "H", "H", "C", "H", "C", "Cl", "Si", "N"],
  "positions_angstrom": [[-3.19484, 1.34773, 0.16661], [1.71677, 0.31318, -0.75160], [-2.10737, 1.41135, -0.85836], [-0.17721, 0.77388, -1.49637], [1.41584, -1.85427, 0.80115], [0.66265, -0.02935, -0.91503], [-1.48955, -2.35188, 0.13076], [0.22622, -1.36238, 0.20760], [-1.18711, 1.28245, -1.88577]]
}

***

No. 3
{
  "formula": "C2H3Cl2O2Si",
  "method": "ωB97M-V/def2-TZVPD",
  "charge": -1,
  "orbital_gap_ev": 7.384,
  "molar_mass_g_mol": 158.0,
  "elements": ["O", "H", "C", "C", "H", "H", "O", "Cl", "Cl", "Si"],
  "positions_angstrom": [[-0.83056, -1.86776, -3.78000], [0.60273, 2.51448, 1.33169], [-0.12465, 1.67276, 1.42051], [-0.22549, -2.29220, -2.89490], [-1.07750, 2.10912, 1.72541], [0.14920, 1.08593, 2.28655], [0.33969, -2.70151, -1.98446], [2.71319, 0.40562, 0.47394], [-1.17036, -1.21441, 1.34731], [-0.37626, 0.28796, 0.07395]]
}

***

No. 4
{
  "formula": "C2H3Cl3FISi",
  "method": "ωB97M-V/def2-TZVPD",
  "smiles": "F/C=C\\[Si](Cl)(Cl)Cl.I",
  "orbital_gap_ev": 10.525,
  "molar_mass_g_mol": 307.4,
  "elements": ["F", "Cl", "H", "Si", "Cl", "H", "C", "I", "H", "Cl", "C"],
  "positions_angstrom": [[0.28785, 0.50229, -1.82548], [1.61586, -2.52994, 0.21909], [-5.40679, -0.07623, -0.89216], [2.07896, -0.57634, 0.50375], [3.26571, 0.14136, -0.96898], [0.00580, 0.77871, 1.36011], [-0.07574, 0.96053, -0.65091], [-4.51651, -0.81085, 0.29143], [-1.06975, 1.37660, -0.60618], [3.24369, -0.36361, 2.12132], [0.57092, 0.59748, 0.44800]]
}

***

No. 5
{
  "formula": "C2H3Cl3O2",
  "method": "ωB97M-V/def2-TZVPD",
  "orbital_gap_ev": 10.183,
  "molar_mass_g_mol": 165.4,
  "elements": ["Cl", "O", "Cl", "H", "H", "O", "C", "Cl", "C", "H"],
  "positions_angstrom": [[0.46243, -2.23366, 0.48437], [-0.07547, 1.75117, 0.57843], [2.01929, 0.29875, 0.86582], [-1.44817, -0.70018, 1.05560], [0.55686, 2.42565, 0.81313], [-1.40791, -1.03673, -0.89763], [0.53804, 0.63288, 0.04534], [0.77845, 0.73705, -1.73270], [-0.76754, -0.97196, 0.25868], [-0.65598, -0.90297, -1.47104]]
}

***

No. 6
{
  "formula": "C2H3ClF2O2S",
  "method": "ωB97M-V/def2-TZVPD",
  "orbital_gap_ev": 9.181,
  "molar_mass_g_mol": 164.6,
  "elements": ["Cl", "F", "H", "O", "O", "F", "C", "H", "H", "S", "C"],
  "positions_angstrom": [[-2.89945, 1.73527, -0.55835], [0.28910, 1.74606, 1.21510], [1.00851, -0.62800, 0.85817], [-2.51417, -1.10961, -1.69144], [-1.80375, -0.54639, 0.62453], [1.97056, -0.46428, -0.85539], [1.30948, 0.07268, 0.12855], [-2.15633, -0.14684, 1.45389], [0.97225, 2.22331, -0.59715], [-2.97211, -0.45371, -0.50369], [1.00982, 1.35231, 0.21003]]
}

***

No. 7
{
  "formula": "C2H3ClF2S",
  "method": "ωB97M-V/def2-TZVPD",
  "smiles": "FC(F)(Cl)CS",
  "orbital_gap_ev": 10.147,
  "molar_mass_g_mol": 132.6,
  "elements": ["C", "F", "S", "F", "H", "H", "H", "C", "Cl"],
  "positions_angstrom": [[0.50891, -0.40944, -0.23381], [-1.14130, -0.54337, 1.51576], [1.82216, 0.41492, 0.29427], [-1.53794, -0.87697, -0.61600], [0.15811, -0.33427, -1.46810], [0.71606, -1.48173, 0.07940], [1.63024, 1.70703, 0.03135], [-0.84990, -0.05220, 0.27011], [-1.30634, 1.57603, 0.12701]]
}

***

No. 8
{
  "formula": "C2H3ClFI",
  "method": "ωB97M-V/def2-TZVPD",
  "orbital_gap_ev": 10.042,
  "molar_mass_g_mol": 208.4,
  "elements": ["H", "C", "C", "H", "Cl", "F", "H", "I"],
  "positions_angstrom": [[-0.84508, -1.18335, -0.67856], [0.55082, 0.33447, -0.02049], [-0.80626, -0.33278, 0.12217], [-1.67615, 0.39497, -0.02085], [0.81094, 1.82555, 0.77551], [0.57606, 0.61800, -1.64014], [-0.87728, -0.78333, 1.18347], [2.26695, -0.87351, 0.27889]]
}

***

No. 9
{
  "formula": "C2H3ClFI",
  "method": "ωB97M-V/def2-TZVPD",
  "smiles": "F[C@@H](Cl)CI",
  "orbital_gap_ev": 9.931,
  "molar_mass_g_mol": 208.4,
  "elements": ["C", "H", "I", "H", "F", "H", "Cl", "C"],
  "positions_angstrom": [[-0.41486, -0.68869, 0.00273], [-0.17914, -1.18734, -0.87098], [-2.24161, 0.13904, -0.84998], [-0.76557, -1.10425, 0.98802], [0.15566, 1.50765, 0.78225], [0.84378, 0.96756, -1.09890], [2.04722, -0.09910, 0.98860], [0.55452, 0.46515, 0.05825]]
}

***

No. 10
{
  "formula": "C2H3ClFI",
  "method": "ωB97M-V/def2-TZVPD",
  "orbital_gap_ev": [6.231, 6.323],
  "s2": 2.013,
  "molar_mass_g_mol": 208.4,
  "spin_multiplicity": 3,
  "elements": ["H", "C", "Cl", "H", "C", "F", "I", "H"],
  "positions_angstrom": [[0.10597, 2.79909, 0.56248], [-1.08380, 0.00494, -0.24795], [-2.05051, 1.09941, -1.13146], [0.54740, -1.05519, 0.20941], [0.24058, -0.14505, -0.38547], [-0.17773, 2.64514, 1.46885], [-2.11956, -1.33565, 1.05603], [0.89237, 0.63617, -0.80307]]
}

***

No. 11
{
  "formula": "C2H3ClFN",
  "method": "ωB97M-V/def2-TZVPD",
  "orbital_gap_ev": [9.335, 8.434],
  "molar_mass_g_mol": 95.5,
  "elements": ["H", "N", "C", "Cl", "C", "H", "H", "F"],
  "positions_angstrom": [[-1.02971, -1.45407, -0.54819], [0.60041, -0.06037, -0.43271], [0.10363, 0.89858, 0.43062], [-1.52706, 1.37121, 0.31788], [-0.03068, -1.05074, -0.91304], [0.55369, -0.10250, 2.39284], [0.45938, -1.64397, -1.58296], [0.87034, 2.04186, 0.33556]]
}

***

No. 12
{
  "formula": "C2H3ClFN",
  "method": "ωB97M-V/def2-TZVPD",
  "smiles": "N#CCl.CF",
  "orbital_gap_ev": 12.278,
  "molar_mass_g_mol": 95.5,
  "elements": ["C", "H", "H", "Cl", "C", "F", "H", "N"],
  "positions_angstrom": [[-2.21558, 3.04857, 0.40645], [0.09563, 0.17479, 0.81464], [0.76186, -1.16072, -0.29058], [-1.21056, 4.26732, 0.16618], [0.18826, -0.28597, -0.25400], [0.98883, 0.54153, -0.95948], [-0.67638, -0.40043, -0.72914], [-3.00747, 2.21906, 0.43846]]
}

***

No. 13
{
  "formula": "C2H3ClFO2S",
  "method": "ωB97M-V/def2-TZVPD",
  "charge": -1,
  "orbital_gap_ev": 7.060,
  "molar_mass_g_mol": 145.6,
  "elements": ["H", "C", "H", "H", "F", "Cl", "O", "O", "S", "C"],
  "positions_angstrom": [[0.33764, 0.22054, -1.69095], [-1.62667, -0.11182, 0.34815], [-1.84207, 0.81095, 0.94117], [-1.77098, -1.01383, 0.87785], [-2.45747, -0.15607, -0.73462], [0.56021, 2.14802, -0.27267], [2.13891, -0.29298, 1.56925], [2.09306, -1.69037, -0.55540], [2.17342, -0.34359, 0.08414], [0.39394, 0.42914, -0.56693]]
}

***

No. 14
{
  "formula": "C2H3ClN",
  "method": "ωB97M-V/def2-TZVPD",
  "charge": 1,
  "orbital_gap_ev": 10.282,
  "molar_mass_g_mol": 76.5,
  "elements": ["H", "H", "C", "N", "H", "C", "Cl"],
  "positions_angstrom": [[0.16230, -1.73408, -0.91732], [0.44951, -1.18781, 1.05830], [0.41595, -0.75855, 0.13910], [-0.45297, 0.25813, 0.00537], [-1.60220, 2.18978, -0.14863], [-1.01509, 1.25444, 0.01082], [2.04250, -0.02192, -0.14764]]
}

***

No. 15
{
  "formula": "C2H3ClN",
  "method": "ωB97M-V/def2-TZVPD",
  "charge": 1,
  "orbital_gap_ev": 10.205,
  "molar_mass_g_mol": 76.5,
  "elements": ["N", "Cl", "C", "H", "H", "C", "H"],
  "positions_angstrom": [[0.04706, 0.70688, 0.11676], [2.68207, 0.13010, -0.13654], [-0.83950, 1.41528, -0.03054], [0.70176, -0.96326, 0.85208], [-1.61740, 2.14742, -0.01158], [0.98421, -0.27574, 0.11224], [0.37811, -0.94128, -1.06929]]
}

***

No. 16
{
  "formula": "C2H3ClN2",
  "method": "ωB97M-V/def2-TZVPD",
  "smiles": "C=N/N=C/Cl",
  "orbital_gap_ev": 10.063,
  "molar_mass_g_mol": 90.5,
  "elements": ["N", "C", "H", "H", "H", "N", "Cl", "C"],
  "positions_angstrom": [[0.74635, 0.24170, -0.49362], [0.14127, 1.34954, -0.45483], [-0.86631, 1.47351, -0.23671], [0.05726, -1.06600, 1.43436], [-0.90369, -2.47457, 0.30411], [0.01579, -0.78099, -0.49601], [1.13068, 2.74602, -0.52101], [-0.32135, -1.48921, 0.46370]]
}

***

No. 17
{
  "formula": "C2H3ClN2O",
  "method": "ωB97M-V/def2-TZVPD",
  "smiles": "COC1=NN1Cl",
  "orbital_gap_ev": 9.681,
  "molar_mass_g_mol": 106.5,
  "elements": ["O", "C", "H", "H", "Cl", "H", "N", "N", "C"],
  "positions_angstrom": [[0.73518, 1.28716, 0.35190], [-0.26419, 0.33724, -0.05460], [0.09868, -0.58169, -0.56630], [-0.65585, -0.07474, 0.91370], [3.86516, -0.99339, 0.26834], [-1.10098, 0.76028, -0.61620], [3.11863, 1.73960, -0.00820], [2.93420, 0.36461, -0.61072], [1.96511, 1.22908, -0.01311]]
}

***

No. 18
{
  "formula": "C2H3ClN2O",
  "method": "ωB97M-V/def2-TZVPD",
  "smiles": "COC1(Cl)N=N1",
  "orbital_gap_ev": 10.358,
  "molar_mass_g_mol": 106.5,
  "elements": ["Cl", "H", "C", "H", "O", "N", "N", "H", "C"],
  "positions_angstrom": [[-0.05680, 0.32488, -3.41201], [0.12810, -1.03283, 0.36843], [0.14619, -0.05914, 0.07972], [0.33765, 0.73204, 0.68302], [1.24908, -0.06398, -0.87823], [1.29925, 2.19917, -1.76264], [2.18527, 1.57995, -2.37493], [-0.68505, 0.05120, -0.60290], [1.18774, 0.76434, -1.88362]]
}

***

No. 19
{
  "formula": "C2H3ClN2O",
  "method": "ωB97M-V/def2-TZVPD",
  "smiles": "c1conn1.Cl",
  "orbital_gap_ev": 11.379,
  "molar_mass_g_mol": 106.5,
  "elements": ["C", "H", "N", "H", "N", "C", "H", "O", "Cl"],
  "positions_angstrom": [[-1.51631, -1.45215, 0.50661], [2.60975, -0.82625, 1.09320], [-0.16777, -1.68764, 0.79378], [-2.24840, -0.33899, -1.43428], [0.52404, -1.29025, -0.14025], [-1.55356, -0.84851, -0.73097], [-2.32689, -1.72878, 1.05929], [-0.30663, -0.73244, -1.10489], [3.19533, 0.08684, 0.23921]]
}

***

No. 20
{
  "formula": "C2H3ClN3O",
  "method": "ωB97M-V/def2-TZVPD",
  "charge": -1,
  "orbital_gap_ev": [7.655, 6.635],
  "molar_mass_g_mol": 120.5,
  "elements": ["O", "N", "H", "C", "C", "H", "N", "Cl", "H", "N"],
  "positions_angstrom": [[2.46956, 2.10019, 0.51595], [1.48241, 1.34525, 0.31836], [0.02083, -1.54673, -0.44671], [0.07435, -0.49776, -0.21178], [1.34760, 0.13836, -0.06044], [-1.99766, -0.66217, -0.03314], [-1.39249, 1.27109, 0.24844], [-3.14555, -1.77950, -0.06034], [2.21079, -0.50132, -0.25980], [-1.06984, 0.13259, -0.01056]]
}